1.
ORCA calculation (ωB97M-V/def2-TZVPD) on 7 unconnected molecules or ions with the total composition C18H52N4O9 at a distorted geometry.

Structure (XYZ):
```
83
Properties=species:S:1:pos:R:3:forces:R:3:mulliken_charge:R:1
O 0.852020 1.817300 -1.242744 2.1 0.8 -0.7 -0.435
H 1.451515 2.230973 -0.588614 -0.1 0.4 0.0 0.519
H 0.508943 1.131784 -0.652507 -1.8 -1.8 1.0 0.162
H 1.526381 1.277481 -1.836430 -0.3 0.9 0.4 0.632
C 0.407012 -0.452638 0.751951 1.9 2.5 2.6 0.653
O -0.274404 -0.347411 -0.261139 -1.7 -1.3 -2.4 -0.969
O 0.586647 -1.585930 1.457176 0.0 0.1 -0.7 -0.397
O 0.953174 0.593969 1.207822 0.7 -0.6 0.7 -0.562
H 0.198467 -2.305295 0.933448 -0.1 -0.5 0.3 0.437
C -4.261059 3.116576 1.413002 5.5 5.3 4.2 -1.771
C -3.116910 2.112441 1.639870 -1.0 -1.5 2.3 0.892
C -3.715030 0.735554 2.006640 1.7 0.6 3.1 -0.890
O -4.458534 0.887177 3.173615 -0.5 6.2 -4.3 -0.388
C -5.071869 -0.082221 3.748583 0.6 -5.4 3.4 -0.737
N -2.339804 1.908344 0.488365 -1.8 1.2 -4.4 -0.593
H -3.901293 4.079879 0.815005 -0.1 -1.8 1.6 0.302
H -4.835719 3.505010 2.340807 1.8 -0.5 -0.7 0.320
H -5.056834 2.960517 0.930462 -5.8 -3.1 -4.6 0.625
H -2.408676 2.343617 2.579422 -1.6 0.2 -2.3 0.012
H -2.999449 -0.010179 2.334102 1.6 0.0 -0.1 0.264
H -4.086993 0.184987 1.221551 -2.3 -0.6 -2.2 0.761
H -5.594003 -0.962263 3.206871 0.7 1.6 0.2 0.237
H -5.715330 0.327628 4.513085 -0.5 -0.1 0.2 0.283
H -4.131675 -0.463127 4.283631 -1.7 -1.6 0.5 0.274
H -2.785299 1.338262 -0.320329 -0.1 1.7 1.8 0.247
H -1.619658 1.315924 0.613351 3.5 -2.1 1.3 0.217
C -3.115448 -2.374425 -0.215196 -3.2 1.2 -1.3 -0.872
C -2.193116 -3.190181 -1.078687 -0.5 1.2 -2.6 0.121
C -2.168532 -2.722459 -2.678738 -4.4 2.4 4.3 -0.749
O -3.534141 -2.907924 -3.154253 1.6 1.5 -1.2 -0.392
C -3.626689 -2.463056 -4.560668 4.5 -2.4 1.2 -0.677
N -0.893390 -3.145136 -0.519893 3.0 3.0 -0.8 -0.691
H -2.685929 -1.461050 0.098545 1.2 0.9 0.6 -0.040
H -3.565351 -2.839470 0.678042 0.4 -0.2 -0.5 0.343
H -3.989796 -1.892061 -0.829664 1.2 -1.5 0.8 0.328
H -2.505432 -4.186677 -1.077381 -0.8 -1.7 -0.4 0.444
H -1.482098 -3.210957 -3.211774 2.6 -2.8 -2.1 0.828
H -1.870354 -1.653831 -2.809378 -0.3 -0.3 0.6 0.085
H -3.113854 -1.481004 -4.827953 -1.2 -1.0 0.6 0.141
H -4.584237 -2.690152 -4.798529 -3.2 0.6 -0.9 0.377
H -3.081272 -3.316024 -5.111077 -0.2 1.5 0.2 0.286
H -0.181936 -3.275500 -1.349163 -1.5 0.4 2.3 0.199
H -0.867437 -2.048273 -0.262825 0.7 -2.8 -1.4 0.104
C 2.480895 -1.422886 -2.699587 3.9 1.7 -2.1 -1.497
C 2.732025 -0.093214 -3.430074 3.2 -2.0 -1.6 0.290
C 1.579366 0.265612 -4.291956 2.8 5.1 3.0 -1.369
O 0.527607 0.708451 -3.556678 -2.6 0.7 3.9 0.042
C -0.600064 1.119312 -4.350055 3.2 2.7 2.0 -1.128
N 3.161497 0.910262 -2.461569 2.9 0.3 2.7 -0.801
H 1.729179 -1.249979 -2.129693 -5.3 0.7 4.0 0.088
H 3.259315 -1.768067 -2.086028 1.6 0.1 1.0 0.576
H 2.308266 -2.255704 -3.265161 -0.8 -1.7 -2.3 0.557
H 3.711669 -0.222804 -3.992398 -1.7 -0.3 -0.7 0.383
H 1.119152 -0.355768 -4.822394 -2.0 -6.6 -5.1 0.881
H 1.863339 1.067127 -4.907725 0.8 1.4 -1.4 0.482
H -1.429933 1.546572 -3.825403 -0.1 -0.1 1.0 0.230
H -0.873966 0.345617 -4.916183 -1.3 -2.9 -2.6 0.435
H -0.086696 1.907798 -4.864011 -0.8 0.7 -1.4 0.396
H 3.725196 1.829443 -2.711156 -1.8 -2.6 -0.4 0.246
H 3.966879 0.279682 -1.996745 -2.4 2.4 -0.4 0.273
C 5.389939 2.287776 1.569120 1.7 -4.6 1.7 -1.839
C 4.067614 1.702952 1.736151 -0.8 1.0 1.2 0.856
C 4.084888 0.390683 2.526247 2.5 2.0 -1.2 -0.035
O 4.916605 -0.537849 1.798695 -0.4 2.2 -0.5 -0.315
C 4.876443 -1.778377 2.336156 0.4 -1.8 3.7 -0.741
N 3.222003 2.754793 2.393983 10.8 5.4 -3.5 -0.768
H 5.455690 3.221318 1.249839 0.0 4.0 -2.0 0.597
H 5.978405 1.543704 1.034401 0.5 0.5 -0.3 0.325
H 5.807822 2.290327 2.569408 0.5 0.1 0.4 0.361
H 3.642501 1.427999 0.827900 -1.0 -0.1 -2.0 -0.023
H 3.078606 0.160925 2.624889 -1.9 -1.5 0.2 -0.123
H 4.489649 0.725982 3.476093 0.5 -0.8 0.7 0.341
H 3.853291 -2.009900 2.572560 -0.8 -0.8 -0.5 0.291
H 5.269517 -1.754072 3.464113 0.1 -0.2 -2.1 0.271
H 5.373853 -2.599382 1.756105 -0.4 1.1 0.3 0.257
H 3.730010 2.984735 3.258775 -0.3 0.2 -0.4 0.294
H 2.569232 2.280985 2.633920 -11.4 -6.7 4.0 0.357
C -0.570681 0.780710 3.982133 -0.9 -3.2 -0.5 -0.380
O 0.406023 -0.208384 4.253778 -1.2 0.2 2.1 -0.635
H -0.876503 0.628403 2.962464 -0.9 -0.2 -0.4 -0.159
H -0.237482 1.728169 3.966357 1.7 3.5 0.5 0.395
H -1.380995 0.697970 4.692494 -0.2 -0.2 0.1 0.403
H 1.027237 -0.131097 3.572831 1.5 -0.1 -1.8 0.257
```
Forces are in eV/Å.

Values from the calculation:
Charge: 0
E_tot: -43884.842 eV
Multiplicity: 1


2.
ORCA calculation (ωB97M-V/def2-TZVPD) on 8 unconnected molecules or ions with the total composition C18H52O8 at a distorted geometry.

Structure (XYZ):
```
78
Properties=species:S:1:pos:R:3:forces:R:3:mulliken_charge:R:1
C -4.836407 3.039350 -1.567678 -0.4 0.1 -0.4 -1.440
C -4.519069 1.610543 -1.225072 0.4 -0.8 -0.1 0.598
C -3.390192 1.031825 -2.075616 0.2 -0.3 0.1 -1.160
O -4.178820 1.519106 0.166480 -0.1 0.1 -0.1 -0.474
H -4.995582 3.112204 -2.646577 0.1 0.0 0.0 0.400
H -4.020206 3.711605 -1.307540 0.0 0.0 0.2 0.304
H -5.775629 3.364016 -1.119126 0.2 0.1 0.3 0.371
H -5.374824 0.948730 -1.408884 -0.3 0.4 0.0 0.202
H -3.552722 1.247290 -3.132053 0.1 0.1 0.0 0.450
H -3.354711 -0.060066 -1.997408 -0.1 0.0 0.1 0.233
H -2.407222 1.380730 -1.749525 -0.1 0.3 -0.1 0.208
H -3.874421 0.619852 0.325667 0.0 0.0 0.1 0.246
C 2.020878 3.226999 -0.564309 -0.7 0.2 -0.4 -1.327
C 1.549775 3.651180 0.809089 0.0 0.5 0.2 0.887
C 2.494054 4.656308 1.467801 0.8 -0.7 0.3 -1.454
O 0.228800 4.204437 0.732973 0.1 -0.3 0.1 -0.466
H 1.840620 4.041905 -1.277696 0.4 0.1 0.1 0.418
H 1.376358 2.433679 -0.952784 0.3 -0.3 0.2 0.212
H 3.074258 2.963146 -0.565124 0.0 -0.2 -0.1 0.352
H 1.454829 2.788812 1.467948 0.0 -0.1 -0.1 0.009
H 2.325790 5.666586 1.100793 -0.1 0.1 0.1 0.321
H 3.548252 4.400219 1.297744 -0.2 0.0 -0.4 0.371
H 2.442878 4.582856 2.556469 -0.5 0.5 0.0 0.341
H 0.275932 4.931371 0.103230 -0.1 0.1 0.0 0.329
C -2.027863 3.558842 4.305159 0.4 0.6 -0.2 -1.530
C -2.242231 2.885952 2.962279 -0.4 -0.2 0.3 0.719
C -1.162719 1.871011 2.604093 -0.1 0.7 0.2 -0.709
O -3.533044 2.255310 3.012276 0.2 0.1 0.0 -0.587
H -2.134517 2.887248 5.154963 -0.1 -0.1 -0.1 0.348
H -2.709958 4.405310 4.398333 -0.2 -0.2 0.2 0.386
H -1.029918 4.010200 4.335217 0.0 -0.2 0.0 0.354
H -2.257016 3.676456 2.205978 0.1 -0.1 -0.1 0.132
H -1.243811 0.990556 3.241331 -0.1 -0.1 -0.2 0.442
H -0.194067 2.334687 2.796939 0.1 -0.1 -0.2 0.032
H -1.249876 1.647415 1.541192 0.1 -0.3 0.0 0.092
H -3.894701 2.237596 2.119779 0.0 -0.1 -0.1 0.355
C 5.337049 -2.654876 1.550397 -0.7 0.1 -0.2 -1.269
C 4.526179 -1.448548 2.020580 0.3 -0.4 0.3 0.576
C 3.162518 -1.868556 2.503805 -0.8 0.4 -0.1 -1.053
O 5.176850 -0.808019 3.123262 -0.1 0.2 -0.2 -0.563
H 6.290546 -2.371506 1.108170 0.1 0.0 0.2 0.380
H 4.753636 -3.180146 0.788546 0.2 0.0 -0.1 0.297
H 5.453046 -3.337088 2.392143 0.3 0.0 0.0 0.344
H 4.385743 -0.746608 1.189593 0.1 0.1 0.0 0.146
H 2.596057 -2.289128 1.668867 0.0 -0.2 0.1 0.150
H 2.583148 -1.002357 2.839073 0.2 0.1 0.0 0.284
H 3.173419 -2.552707 3.352764 0.3 -0.2 -0.1 0.404
H 6.034850 -0.491026 2.825835 0.0 0.0 0.0 0.321
C -1.896837 -2.386774 -3.209004 0.3 0.3 0.0 -0.801
C -1.337605 -3.284869 -4.286682 -0.4 0.4 -0.3 0.525
C -0.367091 -4.272974 -3.724332 0.8 -0.6 0.1 -1.263
O -2.443417 -3.963982 -4.895865 0.0 0.1 0.0 -0.569
H -2.704621 -1.751838 -3.571403 -0.3 -0.4 0.0 0.316
H -1.120193 -1.681076 -2.900179 0.1 -0.2 0.2 0.025
H -2.188707 -3.017551 -2.368634 -0.3 0.3 0.1 0.328
H -0.853459 -2.650525 -5.041208 0.1 -0.1 0.0 0.139
H 0.417429 -3.817583 -3.115488 -0.1 0.2 0.0 0.211
H 0.163793 -4.806808 -4.520146 -0.1 -0.1 0.0 0.391
H -0.886574 -5.007945 -3.105724 -0.1 0.0 0.0 0.378
H -2.094103 -4.703418 -5.403494 0.0 0.0 0.0 0.318
C 2.038234 -0.753851 -3.293911 -0.3 0.2 0.0 -0.322
O 2.291108 -1.950605 -2.597711 0.2 -0.1 -0.1 -0.585
H 1.067362 -0.775525 -3.808420 0.0 0.0 0.0 0.114
H 2.052026 0.119774 -2.630771 0.0 0.0 -0.1 0.038
H 2.806534 -0.613550 -4.051592 0.1 -0.1 0.0 0.339
H 1.658597 -2.037174 -1.873375 -0.1 -0.1 0.1 0.310
C 0.445069 -0.623450 -0.197368 -0.3 0.3 -0.1 -0.612
O 0.565423 -2.029561 -0.336611 -0.1 0.2 -0.1 -0.407
H -0.153102 -0.186334 -1.008930 0.1 -0.2 -0.1 0.147
H -0.061488 -0.323849 0.722889 0.2 -0.2 0.2 0.531
H 1.437597 -0.171554 -0.233328 0.0 0.0 0.1 0.212
H -0.011174 -2.455490 0.314156 0.1 -0.1 0.1 0.252
C 0.073959 -4.599811 2.061638 0.4 0.0 0.3 -0.610
O -0.476949 -3.292876 1.907473 -0.1 0.0 -0.2 -0.440
H 0.603538 -4.884038 1.153727 -0.2 0.1 -0.2 0.215
H 0.827025 -4.603307 2.855454 -0.2 0.0 0.1 0.233
H -0.693200 -5.336940 2.290410 0.0 -0.1 -0.1 0.346
H -1.305110 -3.219216 2.389047 0.1 -0.1 0.0 0.256
```
Forces are in eV/Å.

Values from the calculation:
Charge: 0
E_tot: -35887.857 eV
Multiplicity: 1


3.
ORCA calculation (ωB97M-V/def2-TZVPD) on 7 unconnected molecules or ions with the total composition C18H53N7O7 at a distorted geometry.

Structure (XYZ):
```
85
Properties=species:S:1:pos:R:3:forces:R:3:mulliken_charge:R:1
C -0.440538 -19.944735 -17.775003 -0.1 -0.7 0.3 -0.658
O -0.115182 -19.571839 -16.423723 0.6 0.4 -0.6 -0.188
C 0.993107 -18.648216 -16.205278 0.0 0.3 0.8 -0.662
C 2.403338 -19.349286 -16.160792 -0.2 0.1 0.3 0.597
C 2.658517 -20.234574 -14.909595 -0.1 0.7 -0.2 -0.961
N 3.490232 -18.378433 -16.328036 0.0 -0.3 -0.7 -0.700
H -0.891230 -20.958406 -17.680752 0.0 0.8 -0.2 0.094
H 0.426896 -20.081598 -18.424326 0.3 0.2 0.2 0.352
H -1.138501 -19.263348 -18.308918 0.3 -0.2 0.7 0.274
H 1.019663 -17.818052 -16.965494 -0.1 -0.9 0.5 0.300
H 0.729854 -18.211963 -15.197084 0.5 -0.3 -1.1 0.184
H 2.463242 -19.875410 -17.092862 -0.2 -1.1 -0.4 0.236
H 1.910214 -21.004126 -14.736790 0.1 -0.4 -0.3 0.095
H 2.613896 -19.588980 -14.035199 0.0 0.2 0.1 0.104
H 3.692664 -20.628905 -14.896545 -0.6 -0.1 -0.3 0.412
H 4.417622 -18.844399 -16.309399 -1.1 0.7 0.3 0.253
H 3.393767 -17.637305 -15.666316 0.5 0.3 0.7 0.232
C -3.564695 -12.824919 -6.562525 -0.7 -0.3 0.0 -0.721
O -2.562357 -13.513291 -7.234034 -0.2 -1.5 -0.1 -0.330
C -3.095997 -14.693634 -7.854099 -1.5 1.2 -0.4 -0.582
C -2.029549 -15.418318 -8.650810 0.5 2.3 1.3 0.299
C -1.508191 -14.524718 -9.761760 -1.9 0.0 -0.4 -0.622
N -2.585674 -16.686527 -8.958462 0.4 -1.1 -1.6 0.021
H -3.125463 -11.916368 -6.260044 0.2 1.4 0.2 0.269
H -3.947353 -13.287704 -5.649883 0.2 -0.6 0.1 0.285
H -4.444372 -12.680286 -7.202282 0.1 0.3 -0.1 0.316
H -3.550164 -15.435524 -7.148460 0.4 0.8 -0.1 0.367
H -3.982160 -14.301040 -8.513064 1.4 -1.0 0.7 0.113
H -1.168997 -15.481479 -7.982300 0.0 -0.4 0.4 0.257
H -2.243214 -14.625019 -10.580092 0.6 0.2 -0.1 0.220
H -0.518964 -14.797590 -10.063884 0.5 -0.1 -0.4 -0.341
H -1.566747 -13.486265 -9.414440 0.4 -0.2 -0.1 0.465
H -2.019545 -17.323122 -8.414301 -0.2 -0.7 -0.5 0.325
H -2.480809 -16.883374 -9.981576 0.1 -0.3 1.4 -0.383
C -4.375616 -16.262683 -11.476680 -1.0 0.6 1.7 -0.965
O -4.401766 -17.628263 -11.083285 -0.8 0.8 -0.1 0.315
C -5.620689 -17.930793 -10.369733 0.6 -1.0 -1.2 -0.765
C -5.479026 -19.428503 -10.029602 1.0 0.7 1.2 0.236
C -6.689596 -19.969905 -9.295931 -0.1 0.4 0.3 -1.461
N -4.320432 -19.630709 -9.119282 0.7 -0.3 -0.1 -0.580
H -4.684236 -15.610509 -10.602688 0.9 -0.6 -0.4 0.199
H -5.176652 -15.984971 -12.153075 0.0 -0.4 -0.9 0.335
H -3.387880 -15.982616 -11.824874 0.0 -0.2 -0.2 0.266
H -5.730052 -17.281838 -9.499070 0.2 -0.1 0.3 0.394
H -6.486130 -17.780509 -11.035386 0.2 0.0 0.1 0.308
H -5.278685 -19.950064 -10.980172 -0.2 0.0 0.4 0.270
H -6.453278 -20.948962 -8.895091 0.1 -0.2 0.0 0.398
H -7.497739 -20.077918 -10.013155 -0.6 0.3 0.3 0.343
H -6.915121 -19.330091 -8.391153 -0.1 -0.5 -1.2 0.295
H -3.448701 -19.992046 -9.540993 -0.9 0.6 0.2 0.317
H -4.110728 -18.805956 -8.546447 0.0 -0.4 -0.6 0.232
N 1.496560 -16.069981 -11.480752 0.7 0.7 0.2 -0.153
C 2.580111 -16.470188 -12.181021 -1.2 -1.6 -0.6 0.536
N 3.672114 -15.668326 -12.357799 0.9 -1.0 -1.4 -0.532
O 2.600638 -17.601284 -12.712347 -0.1 0.7 0.1 -0.742
H 1.468372 -15.159745 -11.065258 0.1 0.2 0.0 0.115
H 0.625226 -16.602339 -11.499690 0.0 -0.4 -0.1 0.305
H 3.696235 -14.699314 -12.196439 -0.5 1.1 0.4 0.219
H 4.113110 -15.923059 -13.257598 -0.1 0.2 1.1 0.244
N 0.045635 -19.178845 -12.952126 0.1 0.1 0.1 -0.019
C -1.038347 -18.774746 -12.218369 2.1 4.2 1.1 0.586
N -2.153682 -19.490480 -12.157019 1.0 0.4 0.7 -0.114
O -0.919219 -17.604519 -11.645491 -0.9 -2.9 -1.1 -0.822
H 0.901159 -18.582075 -12.910937 -0.9 -0.5 0.3 -0.145
H 0.209230 -20.156484 -13.103023 -0.1 -0.2 -0.1 0.182
H -2.264794 -20.226796 -12.807385 -0.6 -0.8 -0.7 0.175
H -2.865541 -19.081089 -11.587369 -0.8 0.1 0.0 0.068
C -2.365576 -23.169740 -15.725620 1.0 0.9 -0.1 -1.391
C -1.590225 -22.217789 -14.819967 -0.7 0.0 1.2 0.215
O -2.280998 -20.944747 -14.685102 1.1 -0.1 -0.5 -0.571
H -3.413747 -23.160808 -15.568683 -1.0 -0.3 1.1 0.356
H -1.925680 -24.146932 -15.632476 -0.1 -0.6 -0.1 0.373
H -2.363906 -22.843380 -16.748795 0.7 0.1 -0.7 0.277
H -0.536387 -22.101468 -15.100695 -0.3 0.2 -0.4 0.079
H -1.532555 -22.655872 -13.787259 -0.2 0.3 -0.7 0.321
H -1.720356 -20.246832 -15.095490 -0.3 -0.5 0.2 0.350
C -8.287885 -17.906609 -14.443212 0.5 -0.2 -0.3 -1.157
C -8.110007 -19.363812 -14.047668 0.3 -0.1 -0.1 -0.159
O -7.238055 -19.463417 -12.906065 0.2 0.0 0.0 -0.408
H -8.697049 -17.685717 -15.438138 -0.6 -0.6 0.4 0.358
H -7.311068 -17.511815 -14.572980 1.2 0.5 0.2 0.287
H -8.762527 -17.330039 -13.671043 -0.4 0.2 0.3 0.295
H -7.628305 -19.902490 -14.875521 -0.5 -0.1 0.1 0.299
H -9.071269 -19.784629 -13.761144 -0.1 -0.4 -0.3 0.266
H -6.793470 -20.332011 -12.879897 -0.5 0.7 -0.2 0.241
```
Forces are in eV/Å.

Values from the calculation:
Charge: 0
E_tot: -44287.954 eV
Multiplicity: 1


Across the entries above, energy relative to the best compared isomer or geometry (same formula, charge and spin) takes the values 29.3; 203.9; 0.0 kJ/mol, respectively.